No. 1
Molecular formula: C29H36ClIN7O2W
Method: DFT, wB97M-V/def2-TZVPD

Geometry (Å):
W1 -0.1170 -0.0364 -0.9077
C1 -3.2401 -2.1208 1.1882
N1 -2.8843 -0.9127 0.4325
C2 -3.4532 -0.8478 -0.9233
C3 -2.3133 0.1463 1.0438
N2 -1.3940 0.8643 0.3053
C4 -1.2537 2.2978 0.4633
C5 -2.3998 3.0370 0.5915
C6 -2.3561 4.4247 0.8188
C7 -1.1480 5.0446 0.8967
C8 0.0606 4.3252 0.7116
C9 1.2829 5.0412 0.7413
C10 2.4678 4.4178 0.4999
C11 2.4745 3.0411 0.2174
C12 1.3203 2.3002 0.2254
N3 1.4216 0.8948 -0.0827
C13 2.5261 0.1564 0.3056
N4 3.0071 0.2382 1.5327
C14 2.1905 0.6970 2.6523
C15 4.4231 -0.0017 1.8407
N5 3.0468 -0.6808 -0.6024
C16 3.1757 -0.3046 -2.0215
C17 3.6535 -1.9569 -0.2010
C18 0.0442 2.9180 0.4749
N6 -2.5759 0.4298 2.3075
C19 -3.8805 0.1291 2.9173
C20 -1.6778 1.1888 3.1768
H1 -2.9381 -2.9814 0.5916
H2 -4.3104 -2.1895 1.3827
H3 -2.6892 -2.1438 2.1240
H4 -3.5191 -1.8636 -1.3074
H5 -2.8388 -0.2614 -1.6075
H6 -4.4560 -0.4174 -0.9107
H7 -3.3613 2.5393 0.5382
H8 -3.2763 4.9810 0.9304
H9 -1.0865 6.1096 1.0776
H10 1.2502 6.1045 0.9389
H11 3.3972 4.9699 0.5019
H12 3.4175 2.5580 -0.0111
H13 1.1451 0.4958 2.4372
H14 2.3426 1.7606 2.8425
H15 2.4807 0.1299 3.5349
H16 5.0106 0.0055 0.9275
H17 4.5616 -0.9456 2.3665
H18 4.7615 0.8114 2.4817
H19 3.6786 0.6558 -2.1220
H20 2.2191 -0.2770 -2.5530
H21 3.7902 -1.0614 -2.5018
H22 4.7423 -1.9224 -0.2294
H23 3.3110 -2.7207 -0.8988
H24 3.3126 -2.2226 0.7960
H25 -4.6130 -0.0969 2.1491
H26 -4.2026 1.0197 3.4551
H27 -3.8078 -0.6986 3.6212
H28 -0.6936 1.2695 2.7316
H29 -1.6056 0.6629 4.1281
H30 -2.0759 2.1890 3.3494
Cl1 -0.4789 -6.4603 -3.4261
C21 -0.3018 -5.0903 -2.4135
C22 -0.0557 -5.2515 -1.0765
C23 0.0972 -4.1374 -0.2195
I1 0.4800 -4.4313 1.7934
C24 -0.0043 -2.8629 -0.7192
O1 0.1366 -1.7433 0.0283
C25 -0.2563 -2.6894 -2.0964
N7 -0.3382 -1.3850 -2.5485
C26 -0.5606 -1.1586 -3.8489
C27 -0.7171 -2.1910 -4.7631
C28 -0.6432 -3.4990 -4.3264
C29 -0.4078 -3.7826 -2.9709
H31 0.0251 -6.2507 -0.6708
H32 -0.6113 -0.1228 -4.1580
H33 -0.8940 -1.9574 -5.8029
H34 -0.7629 -4.3175 -5.0249
O2 -0.3276 1.6573 -2.3451
H35 0.4086 2.2869 -2.4162
H36 -1.1351 2.1960 -2.3640

Results
HOMO-LUMO gap (alpha / beta) = 6.5 / 6.9 eV
Max |F| = 0.59 eV/Å
Energy above the lowest of the compared OMol25 structures with the same formula, charge and spin = 0.8 kcal per mole
HOMO energy (alpha / beta) = -15.74 / -15.89 eV
Multiplicity = 3
Total charge = +3


No. 2
Molecular formula: C29H36CoN2OP2
Method: DFT, wB97M-V/def2-TZVPD

Geometry (Å):
C1 -1.4070 3.6059 -3.3057
C2 -1.0188 2.4384 -2.6424
C3 0.3430 2.1259 -2.4650
C4 1.2585 2.8525 -3.2703
C5 0.8932 4.0559 -3.9213
C6 -0.4541 4.4315 -3.9283
C7 2.7064 2.4151 -3.0949
C8 2.7120 0.8891 -3.1436
C9 1.6820 0.2354 -2.4357
C10 1.5809 -1.1604 -2.5553
C11 2.6184 -1.8649 -3.1588
C12 3.7606 -1.2242 -3.6625
C13 3.7610 0.1629 -3.7504
H1 -2.4782 3.8429 -3.3403
H2 1.6274 4.6858 -4.4874
H3 -0.8026 5.3619 -4.3938
H4 3.6312 3.0755 -3.4595
H5 2.4840 -2.9424 -3.1157
H6 4.5232 -1.8949 -4.0683
H7 4.6477 0.6097 -4.2423
N1 0.6720 0.9314 -1.7518
Co1 -0.3245 0.0892 0.2667
C14 -2.0471 1.4721 -2.1182
H8 -1.9088 0.4746 -2.5559
H9 -3.0537 1.8361 -2.3341
C15 0.2435 -1.7563 -2.1821
H10 -0.6020 -1.2099 -2.6327
H11 0.2373 -2.7812 -2.5277
P1 -1.9154 1.2665 -0.2798
P2 -0.0147 -1.7613 -0.3585
C16 1.4550 -2.6407 0.2235
H12 1.6491 -2.3807 1.2711
H13 1.3252 -3.7259 0.1450
H14 2.3235 -2.3433 -0.3707
C17 -1.4144 -2.9249 -0.1875
H15 -1.0688 -3.9652 -0.2763
H16 -1.9031 -2.7811 0.7849
H17 -2.1529 -2.7133 -0.9746
C18 -2.0933 2.9890 0.3056
H18 -2.8787 3.5071 -0.2645
H19 -2.3441 2.9817 1.3738
H20 -1.1339 3.5042 0.1604
C19 -3.5510 0.5153 0.1251
H21 -3.5904 0.3591 1.2158
H22 -4.3571 1.1972 -0.2006
H23 -3.6249 -0.4568 -0.3924
C20 1.1154 0.7403 0.8964
O1 2.1299 1.1350 1.3234
H24 2.9543 2.6415 -2.0713
C21 1.9272 -3.2991 3.6642
N2 1.1237 -2.1261 3.3721
C22 1.4232 -1.0353 4.2798
C23 -0.2865 -2.4271 3.1455
C24 -1.1720 -1.2079 3.0847
C25 -2.2544 -1.1773 3.9778
C26 -2.8347 0.0441 4.3107
C27 -2.2982 1.2215 3.7989
C28 -1.2492 1.1516 2.8647
C29 -0.8812 -0.0719 2.3114
H25 2.9780 -3.0028 3.7274
H26 1.8189 -4.0475 2.8767
H27 1.6484 -3.7618 4.6223
H28 1.1257 -0.0727 3.8436
H29 0.9063 -1.1583 5.2506
H30 2.5095 -1.0311 4.4495
H31 -0.3512 -3.0122 2.2181
H32 -0.6458 -3.1088 3.9389
H33 -2.5991 -2.1118 4.4250
H34 -3.6795 0.0760 4.9923
H35 -2.6582 2.1942 4.1335
H36 -0.7460 2.0630 2.5408

Results
HOMO-LUMO gap (alpha / beta) = 8.5 / 5.9 eV
Max |F| = 7.76 eV/Å
HOMO energy (alpha / beta) = -10.30 / -10.73 eV
Multiplicity = 5
Total charge = +1


No. 3
Molecular formula: C29H36FeN2O4S
Method: DFT, wB97M-V/def2-TZVPD

Geometry (Å):
Fe1 0.2770 -0.5715 0.8529
C1 2.9879 1.9226 2.7147
C2 2.8674 1.3751 1.3253
C3 3.3370 0.0935 1.0269
C4 3.1832 -0.4579 -0.2356
C5 3.6198 -1.8654 -0.5230
C6 2.6121 0.3295 -1.2422
C7 2.2000 1.6367 -0.9957
C8 1.7578 2.5326 -2.1232
C9 2.2820 2.1224 0.3094
H1 4.0351 2.1118 2.9621
H2 2.5817 1.2134 3.4317
H3 2.4411 2.8603 2.8162
H4 3.7643 -0.5154 1.8116
H5 4.6106 -1.8814 -0.9823
H6 2.9279 -2.3543 -1.2112
H7 3.6472 -2.4471 0.3961
H8 2.5445 -0.0733 -2.2460
H9 2.0755 3.5586 -1.9400
H10 0.6765 2.5536 -2.2660
H11 2.2018 2.2093 -3.0642
H12 1.9109 3.1167 0.5329
O1 0.7964 -2.0798 4.3141
S1 0.7022 -1.7136 2.9342
O2 1.7632 -2.2339 2.0441
O3 0.7499 -0.1857 2.7427
O4 -0.6020 -2.0471 2.2590
C10 0.0068 -0.3112 -3.5720
C11 0.3165 -1.7013 -3.1071
C12 0.9991 -2.5754 -3.9467
C13 1.2974 -3.8637 -3.5382
C14 0.9232 -4.2947 -2.2780
C15 0.2534 -3.4543 -1.3910
C16 -0.0941 -3.9302 -0.0154
C17 -0.0467 -2.1664 -1.8393
N1 -0.6533 -1.2421 -0.9235
C18 -1.8785 -0.8915 -1.0471
C19 -2.8378 -1.4454 -2.0473
C20 -2.3831 0.1853 -0.0892
C21 -3.7986 0.6398 -0.2289
N2 -1.5291 0.6336 0.7412
C22 -1.8518 1.7373 1.5965
C23 -1.6508 3.0181 1.0893
C24 -1.1682 3.2458 -0.3113
C25 -1.9244 4.0978 1.9222
C26 -2.3787 3.8967 3.2147
C27 -2.5661 2.6111 3.6920
C28 -2.3026 1.4971 2.9007
C29 -2.4932 0.1235 3.4595
H13 -0.9906 -0.2450 -4.0099
H14 0.7163 -0.0060 -4.3404
H15 0.0696 0.4121 -2.7609
H16 1.2997 -2.2315 -4.9284
H17 1.8303 -4.5308 -4.2018
H18 1.1580 -5.3009 -1.9553
H19 -0.1466 -5.0183 -0.0039
H20 -1.0407 -3.5322 0.3458
H21 0.6614 -3.6112 0.7081
H22 -2.3866 -2.2477 -2.6250
H23 -3.1727 -0.6603 -2.7254
H24 -3.7216 -1.8218 -1.5322
H25 -4.4765 -0.1934 -0.0399
H26 -3.9862 0.9888 -1.2445
H27 -4.0234 1.4404 0.4721
H28 -0.4764 4.0877 -0.3453
H29 -1.9979 3.4757 -0.9852
H30 -0.6448 2.3768 -0.7041
H31 -1.7718 5.1012 1.5448
H32 -2.5807 4.7446 3.8551
H33 -2.9217 2.4534 4.7024
H34 -3.3396 0.1160 4.1469
H35 -1.5991 -0.1832 4.0030
H36 -2.6488 -0.6338 2.6981

Results
HOMO-LUMO gap (alpha / beta) = 7.6 / 7.4 eV
Max |F| = 0.52 eV/Å
Energy above the lowest of the compared OMol25 structures with the same formula, charge and spin = 0.0 kcal per mole
HOMO energy (alpha / beta) = -8.65 / -8.53 eV
Multiplicity = 5